Record 1
{"formula": "C17H14F6N5O6RuS3", "method": "ωB97M-V/def2-TZVPD", "relative_energy_kj_mol": 0.0, "lumo_ev": [-0.7, -1.5], "spin_multiplicity": 6, "homo_ev": [-8.179, -8.604], "e_tot_ha": -3270.05227, "charge": 0, "gap_ev": [7.480, 7.085], "species": ["Ru", "N", "C", "S", "N", "N", "C", "C", "C", "C", "C", "C", "N", "H", "H", "H", "H", "H", "H", "H", "F", "C", "F", "F", "S", "O", "O", "N", "S", "O", "O", "C", "F", "F", "F", "C", "C", "O", "C", "C", "C", "C", "C", "C", "O", "H", "H", "H", "H", "H", "H", "H"], "coordinates": [[0.487, 0.090, -0.664], [2.483, -0.426, 3.427], [1.729, -0.463, 2.292], [2.412, 0.323, 0.902], [0.587, -1.082, 2.401], [-0.133, -1.092, 1.261], [-1.304, -1.583, 1.290], [-2.108, -1.550, 0.068], [-3.322, -2.211, -0.006], [-4.047, -2.136, -1.188], [-3.541, -1.405, -2.248], [-2.320, -0.766, -2.093], [-1.621, -0.837, -0.965], [3.190, 0.285, 3.503], [2.015, -0.706, 4.275], [-1.732, -1.979, 2.205], [-3.692, -2.765, 0.846], [-5.002, -2.639, -1.273], [-4.077, -1.313, -3.181], [-1.895, -0.161, -2.882], [1.246, 3.472, -0.210], [0.550, 3.881, 0.855], [0.376, 5.198, 0.778], [1.237, 3.594, 1.959], [-1.074, 3.013, 0.914], [-0.704, 1.606, 0.862], [-1.718, 3.490, 2.089], [-1.835, 3.487, -0.373], [-1.735, 2.779, -1.769], [-2.999, 2.318, -2.251], [-0.604, 1.874, -1.913], [-1.278, 4.196, -2.848], [-1.135, 3.751, -4.096], [-2.230, 5.123, -2.822], [-0.128, 4.733, -2.443], [2.225, -3.858, -2.106], [2.029, -2.367, -1.997], [1.021, -1.995, -1.377], [2.993, -1.468, -2.607], [4.198, -1.985, -3.124], [5.130, -1.181, -3.726], [4.866, 0.191, -3.848], [3.698, 0.727, -3.371], [2.735, -0.078, -2.732], [1.634, 0.489, -2.308], [1.354, -4.356, -1.692], [3.108, -4.158, -1.539], [2.374, -4.162, -3.142], [4.402, -3.043, -3.031], [6.054, -1.599, -4.102], [5.593, 0.836, -4.324], [3.482, 1.784, -3.461]], "forces_ev_per_a": [[-0.1, 0.5, -0.1], [-0.1, 0.0, -0.2], [0.3, 0.2, 0.6], [-0.1, -0.1, -0.3], [-0.2, -0.2, 0.0], [0.3, 0.0, -0.2], [-0.2, 0.0, 0.0], [0.0, 0.1, 0.0], [-0.1, 0.1, -0.2], [0.1, 0.0, 0.1], [0.0, 0.0, 0.0], [0.0, 0.0, 0.0], [-0.1, -0.1, 0.2], [0.0, -0.1, -0.1], [0.0, 0.0, 0.0], [0.1, -0.1, 0.0], [0.0, 0.0, 0.0], [0.0, 0.0, 0.0], [0.0, 0.0, 0.0], [0.0, 0.0, 0.0], [0.0, 0.1, 0.1], [0.0, 0.0, 0.0], [0.0, -0.1, 0.0], [0.0, 0.1, -0.1], [-0.1, -0.1, -0.1], [0.0, -0.1, 0.1], [0.0, 0.0, 0.0], [0.0, 0.0, 0.0], [-0.1, 0.0, 0.1], [0.0, 0.0, 0.0], [0.0, -0.1, 0.0], [0.1, 0.0, 0.0], [0.0, 0.1, 0.0], [0.1, 0.0, 0.0], [-0.1, 0.0, -0.1], [0.1, 0.0, 0.0], [0.0, -0.1, 0.0], [0.0, 0.0, 0.0], [0.0, 0.0, 0.0], [0.0, 0.0, 0.0], [0.0, 0.0, 0.0], [0.0, 0.0, 0.0], [0.0, 0.1, 0.0], [-0.1, -0.1, 0.1], [0.2, 0.0, 0.1], [0.0, 0.0, 0.0], [0.0, 0.0, 0.0], [0.0, 0.0, 0.0], [0.0, 0.0, 0.0], [0.0, 0.0, 0.0], [0.0, 0.0, 0.0], [0.0, 0.0, 0.0]], "mulliken_spin": [3.982, 0.013, -0.040, 0.320, 0.033, 0.083, 0.006, 0.011, 0.006, 0.001, -0.002, 0.017, 0.086, 0.002, -0.003, 0.008, 0.000, 0.000, 0.001, 0.001, -0.002, -0.002, 0.000, 0.000, 0.007, 0.028, 0.007, 0.001, 0.006, 0.001, 0.003, 0.005, 0.000, 0.001, 0.000, 0.009, -0.005, 0.125, 0.008, -0.011, 0.023, -0.011, 0.036, -0.009, 0.254, -0.001, 0.002, 0.000, 0.000, 0.001, -0.001, 0.000]}

=====

Record 2
{"formula": "C7H14N4", "method": "ωB97M-V/def2-TZVPD", "relative_energy_kj_mol": 458.1, "lumo_ev": -8.5, "homo_ev": -18.117, "e_tot_ha": -493.34866, "charge": 2, "gap_ev": 9.648, "species": ["H", "N", "C", "C", "N", "N", "C", "C", "C", "C", "N", "C", "H", "H", "H", "H", "H", "H", "H", "H", "H", "H", "H", "H", "H"], "coordinates": [[-3.727, -1.435, 0.546], [-2.904, -1.539, -0.010], [-2.049, -0.617, -0.027], [-2.234, 0.832, 0.558], [-0.846, 1.472, 0.424], [0.035, 0.529, -0.197], [0.399, 1.022, -1.464], [1.340, 0.430, 0.669], [2.244, -0.651, 0.027], [1.508, -2.011, 0.008], [0.026, -1.913, -0.184], [-0.640, -0.875, -0.215], [-3.047, 1.357, 0.053], [-2.578, 0.711, 1.567], [-0.812, 2.331, -0.126], [-0.610, 1.798, 1.384], [-0.468, 1.377, -2.028], [1.135, 1.751, -1.309], [0.822, 0.262, -2.041], [1.157, 0.040, 1.740], [1.906, 1.455, 0.747], [3.099, -0.758, 0.725], [2.718, -0.242, -0.795], [1.850, -2.666, -0.915], [1.677, -2.658, 0.864]], "forces_ev_per_a": [[-1.2, 0.6, -0.2], [1.9, -0.2, -0.1], [-2.2, 0.3, 1.2], [-0.7, -1.5, -1.4], [-2.1, 0.9, 1.5], [2.2, -0.6, 3.6], [-0.9, 0.8, -2.3], [1.7, -0.3, 1.5], [-0.7, -0.4, 3.2], [-0.2, -0.7, -3.6], [0.8, 0.3, 0.7], [1.0, -0.6, -0.6], [0.6, 0.3, -0.4], [0.6, 0.4, 0.9], [-0.4, 0.2, -0.3], [0.7, -0.7, -0.4], [0.0, 0.1, 0.1], [0.9, 1.5, -0.2], [0.7, -1.3, -0.8], [-0.6, 0.9, -1.7], [-1.5, -1.7, -0.4], [-0.4, 0.1, -0.1], [0.5, 0.1, -2.4], [-0.5, 1.3, 1.8], [-0.1, 0.2, 0.2]], "lowdin_charge": [0.102, 0.275, -0.254, 0.053, 0.165, -0.196, 0.040, -0.049, -0.136, -0.093, 0.223, -0.186, 0.157, 0.145, 0.201, 0.223, 0.156, 0.118, 0.123, 0.179, 0.187, 0.152, 0.092, 0.187, 0.136]}

=====

Record 3
{"formula": "C4H6O2", "method": "ωB97M-V/def2-TZVPD", "relative_energy_kj_mol": 452.8, "lumo_ev": 0.8, "homo_ev": -9.024, "e_tot_ha": -306.33383, "charge": 0, "gap_ev": 9.784, "species": ["C", "O", "C", "C", "O", "C", "H", "H", "H", "H", "H", "H"], "coordinates": [[1.693, 0.904, 0.418], [1.692, -0.550, 0.352], [0.416, -0.655, 0.021], [0.192, 0.853, 0.130], [-2.462, -0.309, -0.429], [-1.906, -1.384, -0.534], [2.333, 1.296, -0.374], [2.029, 1.254, 1.397], [-0.197, 1.350, -0.762], [-0.466, 1.093, 0.971], [-1.813, -2.094, 0.306], [-1.510, -1.757, -1.497]], "forces_ev_per_a": [[0.2, 0.2, 0.0], [-0.1, -0.2, -0.1], [0.2, 0.2, 0.1], [-0.1, 0.0, 0.0], [0.2, -0.6, -0.1], [-0.3, 0.3, 0.0], [-0.1, 0.0, 0.1], [0.0, 0.0, -0.1], [0.1, -0.1, 0.1], [0.1, 0.0, -0.1], [-0.1, 0.1, -0.1], [-0.1, 0.1, 0.1]], "lowdin_charge": [-0.138, -0.036, -0.001, -0.150, -0.063, -0.238, 0.120, 0.120, 0.116, 0.120, 0.074, 0.076]}

=====

The highest charge belongs to which entry? C7H14N4

=====

What is the charge in the second record? +2

=====

Which of these has the highest charge? C7H14N4